1.
C6H8NiO6 as an isolated structure, computed with wB97M-V/def2-TZVPD.

Geometry as XYZ:
```
21
Properties=species:S:1:pos:R:3:forces:R:3:lowdin_spin:R:1
O 2.313498 0.775330 0.951940 0.07 -0.04 -0.10 0.20
C -0.066432 -1.663073 0.743682 0.01 -0.32 -0.19 0.00
C 2.843414 -0.118658 0.057634 -0.05 0.01 0.01 0.02
O -0.521250 -2.597705 1.366816 -0.07 0.88 -0.37 0.00
O 1.086050 -1.839772 0.122579 0.73 -0.32 -0.30 0.00
C 1.827160 -0.938554 -0.725425 -0.26 0.10 -0.15 0.01
H 3.517450 -0.838424 0.571640 -0.17 0.14 -0.07 0.00
H 3.470534 0.371345 -0.720350 -0.06 -0.01 0.04 0.00
H 2.348967 -1.601687 -1.428055 -0.04 0.05 0.18 0.00
H 1.140087 -0.314413 -1.301959 0.09 0.06 0.23 0.00
H -1.857667 2.296261 -1.106393 0.18 -0.25 0.00 0.01
O -0.509725 0.314494 1.900425 0.21 0.25 -0.71 0.13
O -0.493846 0.899630 -0.392131 0.40 -1.10 0.01 0.14
C -1.739088 1.210871 -0.972569 0.10 -0.08 0.29 0.03
C -2.742290 0.664104 0.033645 0.06 -0.18 0.22 0.01
O -2.112448 -0.526101 0.497524 -0.75 -0.09 -0.50 0.01
C -0.783094 -0.285395 0.788668 -0.59 0.67 1.05 0.02
H -1.833525 0.687990 -1.938548 -0.02 0.19 0.14 0.00
H -3.696995 0.381164 -0.422581 0.14 0.06 0.19 0.00
H -2.892501 1.364076 0.869473 0.01 -0.13 -0.21 0.00
Ni 0.701708 1.758514 1.103986 0.02 0.11 0.22 2.41
```
Forces are in eV/Å.

Properties
E_HOMO (spin up / spin down) in eV: -1.678 / -5.105
<S²>: 3.7536
Lowest unoccupied orbital energy (spin up / spin down) in eV: 3.48 / 3.42
Spin multiplicity: 4
Charge: -1

=====

2.
One molecule with the formula C24H35N5O2, computed with wB97M-V/def2-TZVPD.

Geometry as XYZ:
```
66
Properties=species:S:1:pos:R:3:forces:R:3:nbo_charge:R:1
C -0.961394 0.172062 3.552475 0.00 0.07 -0.04 -0.64
C -1.044651 0.777122 2.186292 -0.07 0.29 -0.04 0.07
C -1.270119 2.113691 2.023269 -0.04 -0.22 0.16 -0.30
C -1.343088 2.680248 0.719759 0.29 -0.57 -0.41 0.42
N -1.494617 4.027853 0.527872 0.10 0.32 -0.04 -0.41
C -2.187783 4.886761 1.458182 -0.36 -0.01 0.27 -0.21
C -3.678364 4.950669 1.109333 0.23 0.15 0.12 -0.24
N -3.835327 5.455782 -0.241591 0.00 -0.03 0.03 -0.44
C -5.226014 5.639482 -0.590938 0.05 -0.01 0.03 -0.40
C -3.149193 4.587054 -1.184029 0.29 0.07 -0.01 -0.24
C -1.664756 4.511414 -0.826532 -0.09 -0.07 -0.43 -0.23
N -1.181851 1.940969 -0.360252 -0.21 0.59 0.08 -0.52
C -0.953909 0.622433 -0.231626 0.05 -0.42 0.52 0.15
C -0.790740 -0.141861 -1.406298 0.03 -0.20 0.05 -0.19
C -0.554081 -1.483832 -1.334819 -0.04 0.10 0.01 -0.25
C -0.463105 -2.133261 -0.087005 -0.10 0.30 0.47 0.21
N -0.170137 -3.500912 -0.106738 -0.13 0.06 -0.47 -0.64
C 0.184352 -4.304053 0.925734 -0.06 -0.58 -0.19 0.68
O 0.177998 -3.988365 2.098468 0.05 0.13 0.28 -0.62
C 0.641492 -5.685489 0.464253 0.16 0.11 0.09 -0.49
C 2.136200 -5.643314 0.123638 -0.30 -0.04 -0.10 -0.49
C 2.406156 -4.781745 -1.102257 0.40 -0.24 0.46 0.69
O 1.588653 -4.631810 -1.993873 -0.36 -0.04 -0.37 -0.67
N 3.626180 -4.216463 -1.131810 0.26 0.05 0.04 -0.60
C 4.045789 -3.304918 -2.172349 0.21 0.25 -0.23 -0.22
C 4.273514 -1.881139 -1.660126 -0.36 -0.21 -0.10 -0.40
C 3.012821 -1.230789 -1.063861 0.24 0.14 0.10 -0.23
C 2.988779 0.268139 -1.356981 -0.12 -0.28 0.00 -0.60
C 2.919113 -1.453585 0.444018 -0.16 0.00 -0.21 -0.61
C -0.638433 -1.415172 1.073990 -0.01 -0.23 0.01 -0.27
C -0.881249 -0.033155 1.025150 -0.02 0.28 -0.59 -0.06
H -1.089007 0.932938 4.319048 0.00 0.00 0.04 0.22
H 0.003939 -0.311003 3.695727 0.05 -0.08 0.06 0.23
H -1.733950 -0.585061 3.678952 -0.02 -0.08 0.06 0.23
H -1.375591 2.739084 2.896048 0.00 0.01 0.07 0.21
H -2.059675 4.547780 2.484059 0.04 0.05 -0.04 0.21
H -1.760858 5.890577 1.366340 -0.04 -0.05 0.09 0.20
H -4.189194 5.629703 1.796575 -0.02 -0.05 0.02 0.20
H -4.118218 3.941225 1.222686 -0.01 0.05 0.01 0.16
H -5.681193 6.335764 0.112415 -0.09 0.02 -0.01 0.20
H -5.798720 4.698351 -0.574158 -0.02 -0.02 0.00 0.16
H -5.287108 6.064837 -1.591561 -0.08 0.02 -0.04 0.20
H -3.266701 5.003806 -2.186592 -0.01 -0.05 -0.02 0.20
H -3.568983 3.565334 -1.176905 -0.01 0.03 -0.03 0.17
H -1.148248 3.829721 -1.500017 -0.04 0.21 0.02 0.25
H -1.224498 5.510809 -0.885369 -0.03 -0.02 -0.03 0.20
H -0.855603 0.367060 -2.355254 -0.01 0.06 -0.10 0.22
H -0.424738 -2.066941 -2.236452 0.03 -0.04 -0.12 0.22
H -0.017595 -3.879836 -1.036892 0.06 -0.08 0.26 0.43
H 0.477453 -6.389455 1.280338 -0.05 0.10 -0.04 0.24
H 0.077573 -6.005402 -0.412252 0.02 -0.04 0.03 0.23
H 2.698572 -5.269832 0.981575 0.05 -0.04 0.00 0.22
H 2.485129 -6.655539 -0.099403 0.05 0.05 0.02 0.24
H 4.255546 -4.344598 -0.355047 -0.20 -0.08 0.03 0.40
H 4.967553 -3.684121 -2.627969 -0.13 0.01 -0.04 0.19
H 3.253346 -3.311801 -2.923856 0.16 -0.01 0.03 0.23
H 5.073712 -1.884622 -0.916007 0.12 0.07 0.02 0.19
H 4.619236 -1.289662 -2.509710 0.10 0.01 -0.02 0.21
H 2.133730 -1.679969 -1.535820 0.01 -0.04 -0.02 0.21
H 2.082431 0.714469 -0.954370 -0.09 0.12 0.05 0.22
H 3.847422 0.759217 -0.903279 0.13 0.10 0.05 0.20
H 3.010322 0.452763 -2.428560 0.02 0.08 -0.13 0.20
H 2.841613 -2.509398 0.689611 0.00 -0.11 0.12 0.20
H 3.794618 -1.042753 0.944402 0.13 0.05 0.07 0.20
H 2.036195 -0.956866 0.838618 -0.07 0.03 0.11 0.22
H -0.570746 -1.920395 2.021727 0.02 -0.06 0.04 0.25
```
Forces are in eV/Å.

Properties
E_HOMO in eV: -7.238
Structure (SMILES): Cc1cc(N2CCN(C)CC2)nc2ccc(NC(=O)CCC(=O)NCCC(C)C)cc12
Lowest unoccupied orbital energy in eV: 0.70
Charge: 0
Energy above the lowest of the compared OMol25 structures with the same formula, charge and spin in eV: 0.000

=====

3.
A 2-piece molecular cluster, C5H7Cl overall, computed with wB97M-V/def2-TZVPD.

Geometry as XYZ:
```
13
Properties=species:S:1:pos:R:3:forces:R:3:nbo_charge:R:1
C 0.288893 -1.167056 -0.587461 -0.96 0.36 0.75 -0.43
C 1.106958 -0.676004 0.317478 -0.11 0.00 -0.53 -0.01
C 0.696758 0.142555 1.474849 -1.11 0.62 0.36 -0.67
Cl 2.784075 -1.023973 0.054217 0.68 -0.07 0.61 -0.03
H 0.652757 -1.917881 -1.225071 0.18 -0.56 -1.20 0.21
H -0.736785 -0.805960 -0.613463 0.41 -0.79 0.10 0.22
H 0.670535 -0.495975 2.388387 -0.27 0.51 -0.58 0.23
H 1.378168 0.953174 1.678205 0.38 0.26 0.04 0.22
H -0.310842 0.630408 1.228349 1.28 -0.97 0.63 0.24
C -2.124866 0.877950 -0.988855 0.60 0.95 1.09 -0.25
C -1.088307 1.400014 -1.355450 -5.00 -1.84 2.10 -0.20
H -2.910696 0.492237 -0.338635 0.44 0.26 -0.79 0.24
H -0.406644 1.590511 -2.032549 3.48 1.26 -2.58 0.21
```
Forces are in eV/Å.

Properties
E_HOMO in eV: -9.197
Structure (SMILES): C=C(C)Cl.C#C
Lowest unoccupied orbital energy in eV: 1.01
Charge: 0
Energy above the lowest of the compared OMol25 structures with the same formula, charge and spin in eV: 3.178

=====

F_max list, top to bottom, in Eh/bohr: 0.027, 0.015, 0.111